No. 1
{
  "formula": "C3H10O5",
  "method": "ωB97M-V/def2-TZVPD",
  "symbols": ["O", "C", "O", "C", "C", "O", "H", "H", "H", "H", "H", "H", "O", "H", "H", "O", "H", "H"],
  "positions_angstrom": [[1.28875, 1.22510, -1.43918], [0.12554, 1.44010, -1.23077], [-0.55576, 2.29706, -2.04296], [-0.68903, 0.60414, -0.26779], [-0.22516, 0.95531, 1.16182], [-0.69238, -0.02563, 2.06836], [-0.02533, 2.52065, -2.83328], [-0.49238, -0.45052, -0.43390], [-1.74585, 0.87872, -0.28665], [-0.69024, 1.88599, 1.53324], [0.82384, 1.28737, 1.19820], [-0.02588, -0.73403, 2.05180], [1.66584, -1.58196, 1.01561], [1.90752, -0.63063, 0.92520], [1.73721, -1.88734, 0.09866], [-1.01908, -3.61548, 0.25719], [-1.95083, -3.80475, 0.17973], [-0.83142, -3.78028, 1.19493]],
  "forces_ev_per_angstrom": [[0.62, 0.07, 0.47], [-0.21, -0.82, -1.94], [-0.52, -0.18, 0.39], [0.07, 1.89, 0.97], [-0.97, 1.08, 0.47], [1.23, -0.17, 0.03], [0.12, -0.12, 0.76], [-0.10, -0.01, -0.25], [0.09, -0.47, -0.42], [-0.27, -0.23, -0.56], [0.25, -1.08, 0.15], [-0.40, -0.08, -0.02], [0.29, 1.13, -0.41], [-0.09, -0.92, 0.13], [-0.15, -0.13, 0.28], [0.43, -0.02, 0.50], [-0.45, -0.06, -0.14], [0.06, 0.14, -0.39]],
  "lowdin_charge": [0.10, -0.52, 0.09, -0.06, -0.28, -0.06, 0.13, 0.12, 0.13, 0.13, 0.12, 0.06, -0.06, 0.05, 0.06, -0.06, 0.03, 0.04],
  "homo_energy_ha": -0.38312,
  "relative_energy_kcal_mol": 6.5,
  "gap_ev": 10.9921,
  "molar_mass_g_mol": 126.108,
  "e_lumo_ev": 0.57,
  "energy_ha": -496.50541,
  "smiles": "O=C(O)CCO.O.O"
}

---

No. 2
{
  "formula": "C3H10OP2",
  "method": "ωB97M-V/def2-TZVPD",
  "symbols": ["C", "O", "P", "P", "C", "C", "H", "H", "H", "H", "H", "H", "H", "H", "H", "H"],
  "positions_angstrom": [[-0.60596, -1.35618, -2.35800], [-1.69925, -1.04225, -1.55347], [-1.64343, 0.26680, -0.14293], [0.52300, 0.46291, -0.02954], [0.81337, -0.78754, 1.31958], [0.59217, 1.95044, 0.95555], [-0.98982, -2.16307, -2.84386], [0.32115, -1.76289, -1.77378], [-0.44552, -0.52261, -3.03870], [-1.83289, 1.22832, -1.11780], [0.45327, -0.46191, 2.25572], [1.80858, -1.11641, 1.52802], [0.19812, -1.68272, 1.05043], [0.01539, 2.81685, 0.57966], [1.55431, 2.33613, 1.04090], [0.33445, 1.58693, 1.96603]],
  "forces_ev_per_angstrom": [[1.62, 1.15, 2.20], [-0.84, 1.89, 3.69], [-0.18, -3.02, -2.40], [0.94, -0.94, -0.89], [-1.21, -1.04, -1.17], [-1.59, 0.50, 1.11], [-0.66, -2.41, -2.03], [-1.27, 1.17, -1.07], [0.88, -0.08, -0.12], [0.14, 1.01, -0.19], [-0.76, 0.61, 1.15], [0.89, -0.05, -0.52], [0.60, 0.48, 0.17], [-0.20, -0.67, 0.35], [2.03, 0.40, -0.05], [-0.40, 1.01, -0.21]],
  "lowdin_charge": [-0.27, -0.55, 0.76, 0.60, -0.36, -0.41, 0.04, 0.09, 0.07, -0.12, 0.00, 0.02, 0.04, 0.05, 0.00, 0.03],
  "homo_energy_ha": -0.31032,
  "relative_energy_kcal_mol": 38.6,
  "gap_ev": 8.9593,
  "molar_mass_g_mol": 124.060,
  "e_lumo_ev": 0.52,
  "energy_ha": -878.17497,
  "smiles": "CO[PH]#P(C)C"
}

---

No. 3
{
  "formula": "C3H10OS",
  "method": "ωB97M-V/def2-TZVPD",
  "symbols": ["C", "C", "C", "S", "H", "H", "H", "H", "H", "H", "H", "H", "O", "H", "H"],
  "positions_angstrom": [[-0.92134, 2.82588, -0.08790], [-0.29901, 1.67032, -0.86508], [0.14257, 0.52979, 0.02525], [0.73939, -0.92451, -0.92196], [-1.62786, 3.37178, -0.69235], [-0.17629, 3.51053, 0.31735], [-1.43628, 2.43280, 0.79027], [-0.99340, 1.31693, -1.60434], [0.56220, 1.99993, -1.45447], [-0.71308, 0.17043, 0.60313], [0.92050, 0.81806, 0.72663], [1.20893, -1.51635, 0.17673], [-0.37823, -2.60353, 2.21504], [-0.67808, -3.20259, 1.51394], [0.57661, -2.59377, 2.04998]],
  "forces_ev_per_angstrom": [[0.34, -0.37, 0.57], [0.78, 0.26, -0.22], [-0.53, -0.52, 0.22], [0.04, 0.40, 0.01], [-0.17, 0.28, -0.15], [0.08, 0.07, -0.19], [-0.28, 0.01, -0.07], [-0.55, -0.38, -0.28], [0.00, 0.17, 0.08], [0.09, 0.12, 0.07], [0.09, 0.19, -0.04], [0.11, -0.21, -0.07], [0.42, -0.35, -0.51], [-0.20, 0.23, 0.25], [-0.24, 0.12, 0.32]],
  "lowdin_charge": [-0.11, -0.35, -0.58, 0.69, 0.06, 0.07, 0.07, 0.09, 0.10, 0.07, 0.08, -0.19, -0.07, 0.04, 0.02],
  "homo_energy_ha": -0.33305,
  "relative_energy_kcal_mol": 3.2,
  "gap_ev": 9.6701,
  "molar_mass_g_mol": 94.179,
  "e_lumo_ev": 0.61,
  "energy_ha": -593.71202,
  "smiles": "CCCS.O"
}

---

No. 4
{
  "formula": "C3H10OS2",
  "method": "ωB97M-V/def2-TZVPD",
  "symbols": ["S", "C", "C", "C", "S", "H", "H", "H", "H", "H", "H", "H", "H", "O", "H", "H"],
  "positions_angstrom": [[0.00000, 0.00000, 0.00000], [0.79055, 0.81731, 1.42037], [-0.11575, 1.94550, 2.10962], [0.41930, 2.60964, 3.34580], [-0.77060, 3.69387, 4.14430], [-1.13042, -0.21477, 0.70607], [1.69076, 1.39289, 1.13091], [1.07464, 0.14375, 2.25167], [-0.29765, 2.72137, 1.34125], [-1.06852, 1.40712, 2.27643], [0.78794, 1.83767, 4.04838], [1.28660, 3.22310, 3.03450], [-1.09594, 2.71724, 5.01771], [-0.41674, 0.15542, 3.78353], [-1.14142, 0.70454, 3.40728], [-0.51196, -0.71813, 3.34070]],
  "forces_ev_per_angstrom": [[0.04, 0.32, 0.82], [0.50, 1.96, 1.61], [-0.46, -0.75, -2.60], [1.74, -0.28, -0.25], [-0.16, -0.47, 0.52], [0.07, -0.11, -0.36], [-0.24, -0.75, -0.43], [0.01, 0.13, -1.02], [-0.14, -0.35, 0.28], [0.14, 1.42, -0.81], [-0.18, 0.84, -0.29], [-0.36, -0.17, 0.27], [-0.27, 0.46, 0.00], [-1.33, -1.95, 0.58], [0.68, -1.08, 1.03], [-0.05, 0.78, 0.64]],
  "lowdin_charge": [0.70, -0.58, -0.38, -0.63, 0.73, -0.15, 0.08, 0.06, 0.11, 0.06, 0.08, 0.08, -0.13, -0.14, 0.03, 0.08],
  "homo_energy_ha": -0.33446,
  "relative_energy_kcal_mol": 32.9,
  "gap_ev": 9.6331,
  "molar_mass_g_mol": 126.246,
  "e_lumo_ev": 0.53,
  "energy_ha": -991.85913,
  "smiles": "SCCCS.O"
}

---

No. 5
{
  "formula": "C3H10OS2",
  "method": "ωB97M-V/def2-TZVPD",
  "symbols": ["C", "C", "O", "H", "H", "H", "H", "H", "H", "C", "S", "S", "H", "H", "H", "H"],
  "positions_angstrom": [[-2.72567, -0.12389, -0.05470], [-2.26411, -0.76769, -1.33945], [-3.09394, -0.45636, -2.44581], [-2.68247, 0.97742, -0.06625], [-2.13616, -0.56395, 0.77309], [-3.85123, -0.30722, 0.06132], [-1.18246, -0.73485, -1.54841], [-2.27618, -1.83453, -1.11948], [-3.56518, 0.34202, -2.19105], [4.19823, 0.62289, 1.47704], [3.55348, 0.33573, -0.19875], [1.64075, -0.36463, 0.23175], [4.53649, -0.31687, 1.90390], [5.04541, 1.36567, 1.54353], [3.40738, 1.03199, 2.10999], [1.39568, 0.79425, 0.86328]],
  "forces_ev_per_angstrom": [[-1.17, 0.35, 0.13], [0.43, -1.20, 0.42], [0.35, 0.03, 0.23], [0.52, -0.27, 0.09], [-0.57, 0.51, -0.17], [1.56, -0.25, 0.11], [-0.20, 1.27, -0.19], [-0.85, -0.47, -0.36], [-0.05, 0.03, -0.27], [0.53, 0.42, 0.55], [0.25, 0.19, -0.05], [0.64, 0.41, 0.25], [0.01, -0.04, 0.10], [-0.84, -0.79, -0.67], [0.00, -0.07, -0.12], [-0.62, -0.12, -0.05]],
  "lowdin_charge": [-0.11, -0.36, -0.07, 0.07, 0.08, 0.10, 0.09, 0.10, 0.07, -0.50, 0.34, 0.29, 0.02, 0.06, 0.01, -0.20],
  "homo_energy_ha": -0.32306,
  "relative_energy_kcal_mol": 24.4,
  "gap_ev": 9.2726,
  "molar_mass_g_mol": 126.246,
  "e_lumo_ev": 0.48,
  "energy_ha": -991.87274,
  "smiles": "CCO.CSS"
}

---

No. 6
{
  "formula": "C3H10OS2",
  "method": "ωB97M-V/def2-TZVPD",
  "symbols": ["C", "C", "O", "H", "H", "H", "H", "H", "H", "C", "S", "S", "H", "H", "H", "H"],
  "positions_angstrom": [[-0.32773, 1.59834, -2.93377], [-1.33367, 2.30603, -2.02829], [-1.94050, 1.44494, -1.07030], [0.69149, 1.81618, -2.65493], [-0.47645, 0.51297, -2.89663], [-0.48828, 1.86728, -3.97278], [-2.14637, 2.73620, -2.59950], [-0.84478, 3.13246, -1.50369], [-1.31270, 0.73660, -0.86700], [1.39807, -0.78161, 2.85746], [1.03853, -0.28604, 1.14835], [0.14039, -1.94241, 0.37367], [2.35841, -1.28294, 2.88456], [0.62782, -1.46174, 3.18620], [1.38522, 0.10644, 3.47212], [-1.10586, -1.84169, 0.88952]],
  "forces_ev_per_angstrom": [[-0.52, -0.32, -0.08], [0.19, -0.01, 0.27], [0.21, -0.34, 0.00], [0.34, 0.02, 0.04], [0.01, 0.11, 0.09], [0.16, 0.19, -0.16], [-0.20, 0.02, -0.18], [0.03, 0.04, -0.01], [-0.17, 0.24, 0.06], [0.11, -0.24, -0.48], [-0.24, 0.26, 0.10], [-0.08, -0.30, -0.11], [0.13, 0.01, 0.19], [-0.21, -0.10, 0.16], [0.11, 0.22, 0.14], [0.16, 0.19, -0.04]],
  "lowdin_charge": [-0.08, -0.31, -0.10, 0.07, 0.08, 0.07, 0.10, 0.10, 0.04, -0.47, 0.33, 0.28, 0.03, 0.02, 0.03, -0.18],
  "homo_energy_ha": -0.33706,
  "relative_energy_kcal_mol": 14.1,
  "gap_ev": 9.7051,
  "molar_mass_g_mol": 126.246,
  "e_lumo_ev": 0.53,
  "energy_ha": -991.88912,
  "smiles": "CCO.CSS"
}

---

No. 7
{
  "formula": "C3H10OS2",
  "method": "ωB97M-V/def2-TZVPD",
  "symbols": ["C", "C", "C", "S", "S", "H", "H", "H", "H", "H", "H", "H", "H", "H", "H", "O"],
  "positions_angstrom": [[0.83910, 0.57826, -0.59591], [0.23126, 1.85523, -1.33491], [-0.00241, -0.65947, -0.77257], [0.98760, -2.18567, -0.71611], [0.85028, -2.66628, 1.38972], [1.75317, 0.32421, -1.17860], [0.85408, 0.84999, 0.47127], [0.24101, 1.65399, -2.39167], [0.89090, 2.79269, -1.11263], [-0.74919, 1.87988, -0.95889], [-0.61905, -0.68721, 0.07918], [-0.71123, -0.61803, -1.61706], [0.67845, -1.71957, 2.14396], [-0.95006, -0.69833, 2.26780], [-2.44436, -0.18608, 2.48765], [-1.84955, -0.51359, 1.83877]],
  "forces_ev_per_angstrom": [[0.67, 1.38, -1.94], [2.65, -0.50, 0.98], [-0.73, 0.42, -0.24], [-1.03, 0.37, 2.88], [1.46, -4.74, -4.74], [0.28, 0.79, 1.36], [1.00, -0.43, -0.41], [-0.14, 0.16, -0.47], [-1.50, -1.75, -0.27], [-1.43, 0.96, 0.25], [-1.16, -0.55, 0.84], [0.75, -0.51, -0.20], [-0.68, 4.25, 1.78], [-2.59, 0.78, -0.40], [-0.63, 0.45, 1.15], [3.08, -1.06, -0.57]],
  "lowdin_charge": [-0.30, -0.06, -0.54, 0.84, 0.69, 0.10, 0.12, 0.07, 0.13, 0.05, 0.00, 0.12, -0.24, 0.04, 0.04, -0.06],
  "homo_energy_ha": [-0.56508, -0.56929],
  "spin_multiplicity": 2,
  "relative_energy_kcal_mol": 43.6,
  "gap_ev": [9.3540, 7.0409],
  "molar_mass_g_mol": 126.246,
  "e_lumo_ev": [-6.02, -8.45],
  "total_charge": 1,
  "energy_ha": -991.53741,
  "s2": 0.755
}

---

No. 8
{
  "formula": "C3H10S",
  "method": "ωB97M-V/def2-TZVPD",
  "symbols": ["C", "C", "H", "H", "H", "H", "H", "H", "C", "S", "H", "H", "H", "H"],
  "positions_angstrom": [[-1.10724, -0.77771, -0.58703], [-2.09702, -0.22567, 0.52875], [-0.68700, -1.67179, -0.24082], [-1.66574, -0.94117, -1.52346], [-0.16507, -0.14777, -0.78320], [-3.10128, -0.36656, 0.23916], [-1.90573, 0.85037, 0.47874], [-1.91669, -0.72922, 1.57643], [2.06162, 0.28311, 0.38918], [2.13507, 2.04707, -0.07327], [1.37847, 0.06044, 1.26726], [3.08924, 0.03846, 0.52126], [1.84356, -0.30212, -0.47253], [2.13781, 1.88255, -1.32047]],
  "forces_ev_per_angstrom": [[-0.09, 1.58, 0.09], [2.65, -0.36, 0.42], [0.39, -1.73, 0.19], [0.48, 0.04, 0.30], [-1.94, -0.42, 0.26], [-1.15, -0.40, -0.23], [-0.29, -0.05, 0.94], [-0.25, 1.33, -2.04], [-0.09, 0.36, 0.59], [-0.50, 0.49, 2.72], [1.00, 0.38, -1.21], [0.67, -0.48, 1.10], [-0.86, -0.38, -0.54], [-0.02, -0.38, -2.59]],
  "lowdin_charge": [-0.16, -0.15, 0.02, 0.06, 0.05, 0.02, 0.05, 0.10, -0.49, 0.65, 0.06, 0.00, 0.00, -0.22],
  "homo_energy_ha": -0.33360,
  "relative_energy_kcal_mol": 24.1,
  "gap_ev": 10.0672,
  "molar_mass_g_mol": 78.180,
  "e_lumo_ev": 0.99,
  "energy_ha": -518.43348,
  "smiles": "CC.CS"
}